Entry 1:
This record from the Open Molecules 2025 dataset describes a molecular structure, C14H28Cl2NOP2W in a non-equilibrium geometry. The level of theory is ωB97M-V/def2-TZVPD.

Results
- HOMO level (alpha / beta) (eV) = -19.40 / -19.53
- multiplicity = 3
- total charge = +3
- frontier orbital gap (alpha / beta) (eV) = 6.0 / 6.3

Structure (XYZ):
```
49
Properties=species:S:1:pos:R:3:forces:R:3:mulliken_spin:R:1
C 2.1347 0.0402 -2.9251 -0.34 -0.50 -0.64 0.099
C 1.8167 0.4977 -1.5365 4.62 -0.77 2.57 0.128
H 2.6387 0.8620 -3.4509 0.01 -0.08 0.18 -0.007
H 1.2378 -0.2173 -3.5061 0.25 0.25 0.18 -0.001
H 2.8272 -0.8166 -2.8935 -0.21 0.34 0.13 0.008
O 2.5899 0.3526 -0.5887 -2.99 0.57 -3.16 0.295
Cl -3.1038 0.0121 -2.3688 1.79 0.12 0.39 -0.007
W -1.4200 -0.0111 -0.8127 -6.05 -1.13 1.71 1.143
P 0.2060 1.6470 -1.2384 2.05 3.35 -0.13 0.073
C 1.0623 2.8652 -0.1397 0.20 -0.19 0.49 0.035
C 0.2469 2.4615 -2.8767 -0.25 -0.21 -0.52 0.041
H -0.2105 3.4554 -2.7760 0.23 -0.28 0.02 0.001
H -1.8609 3.0718 -1.5438 0.15 -0.36 -0.07 -0.006
H -0.3357 1.8956 -3.6178 0.22 0.16 0.07 -0.003
H -2.5196 1.7845 -0.5665 0.07 0.81 0.12 0.001
H 2.0879 2.5388 0.0703 -0.29 0.15 -0.11 -0.002
H 1.2830 2.5803 -3.2230 -0.35 -0.04 0.14 -0.001
C -1.5920 2.4046 -0.7202 -1.40 -0.41 0.34 0.108
H 1.0806 3.8390 -0.6512 -0.08 -0.34 0.02 -0.002
H -1.4523 2.9871 0.1927 0.16 -0.38 -0.07 0.007
H 0.5283 2.9836 0.8121 0.21 -0.14 -0.27 0.001
P -0.3821 -2.1955 -1.0093 1.10 -2.61 -0.16 -0.039
C 1.2204 -2.5902 -0.2489 0.34 0.48 0.25 0.009
C -1.3685 -3.6395 -0.4606 -0.58 0.27 0.31 0.022
H -0.9609 -1.9548 -3.3420 0.19 -0.28 -0.08 -0.008
H -0.3090 -3.5787 -2.9433 0.05 0.29 -0.08 0.003
H 0.8082 -2.1846 -3.1210 -0.35 -0.23 0.02 -0.004
C -0.1874 -2.4980 -2.7846 0.07 0.17 -0.31 0.021
H -2.3522 -3.6307 -0.9518 0.30 -0.06 0.14 -0.001
H -0.8361 -4.5720 -0.7093 0.01 0.47 -0.03 -0.001
H 1.5365 -3.5888 -0.5916 -0.21 0.33 0.05 0.001
H 1.1030 -2.6013 0.8446 0.05 -0.11 -0.31 -0.002
H -1.5209 -3.5819 0.6270 0.05 -0.07 -0.34 0.000
H 1.9886 -1.8509 -0.5082 -0.14 -0.45 0.10 0.000
Cl -3.0751 -1.2235 0.4597 1.19 0.71 -0.58 0.071
C 0.2072 0.2143 5.4691 -0.12 -0.31 -0.01 -0.001
C -0.1043 0.2837 4.0047 0.17 -0.06 0.91 0.000
C 0.8693 0.0328 3.0454 0.48 0.01 -1.00 -0.001
C 0.5459 0.0743 1.6975 0.23 -0.48 0.46 0.006
N -0.7141 0.3336 1.2550 0.29 0.87 -0.40 0.016
C -1.6211 0.7437 2.1902 -0.26 -0.61 0.38 0.011
C -1.3758 0.6292 3.5486 -0.68 0.51 -0.78 -0.009
H 0.9912 -0.5213 5.6768 -0.11 0.17 -0.07 0.000
H 0.5618 1.1854 5.8383 -0.07 -0.07 -0.15 0.000
H -0.6854 -0.0518 6.0438 0.15 0.10 -0.08 0.000
H 1.9009 -0.2112 3.3166 -0.41 0.12 -0.01 0.001
H 1.3201 -0.1349 0.9606 -0.42 -0.01 0.26 -0.016
H -2.5986 1.0609 1.8208 0.31 -0.19 0.25 0.008
H -2.2069 0.8175 4.2326 0.39 0.12 -0.13 0.000
```
Positions in Å, forces in eV/Å.

***

Entry 2:
This record from the Open Molecules 2025 dataset describes 13 unconnected molecules or ions with the total composition C16H58N12O13 in a non-equilibrium geometry. The level of theory is ωB97M-V/def2-TZVPD.

Results
- HOMO level (eV) = -9.19
- total charge = 0
- frontier orbital gap (eV) = 9.2

Structure (XYZ):
```
99
Properties=species:S:1:pos:R:3:forces:R:3:mulliken_charge:R:1
C 2.9032 -2.7556 2.5416 0.10 -0.34 -1.49 -0.816
C 2.6652 -1.4336 3.2826 1.56 0.41 -1.77 0.118
O 3.5342 -1.2456 4.3926 -1.51 0.18 1.58 -0.605
H 2.6742 -3.6856 3.0466 -0.36 0.09 0.75 0.325
H 3.9482 -2.9196 2.2236 -0.14 0.64 0.41 0.361
H 2.3802 -2.8666 1.5456 0.17 0.65 1.01 -0.093
H 1.6612 -1.1836 3.5256 -1.22 -0.55 0.50 0.216
H 2.9052 -0.5736 2.6376 0.03 -0.49 -0.61 0.070
H 2.9172 -0.8266 5.0466 1.43 -0.58 -0.45 0.403
C 1.5622 0.0414 -5.3284 -0.39 -0.66 -0.70 -1.145
C 2.2652 1.0354 -4.4274 -0.06 -0.82 -0.76 -0.174
O 1.6542 1.1174 -3.1254 1.75 0.22 -0.48 -0.528
H 0.5932 0.4274 -5.6834 0.16 -0.23 0.42 0.255
H 1.3942 -0.9546 -4.8614 0.09 0.78 -0.43 0.310
H 2.1442 -0.0976 -6.2654 -0.09 0.06 0.63 0.411
H 2.2272 1.9774 -4.9644 0.23 0.52 0.36 0.286
H 3.3142 0.6944 -4.3634 -0.18 0.37 0.32 0.308
H 2.4422 1.2114 -2.5334 -1.22 0.23 -0.17 0.139
C 0.5922 -5.3956 1.6186 0.73 1.89 -0.82 -1.333
C -0.3628 -4.2546 2.0636 -0.76 -2.31 1.40 0.285
O -1.1288 -3.6096 1.0426 1.01 -0.80 -0.24 -0.725
H 1.4112 -4.8616 1.0866 -0.25 -0.84 -0.08 0.251
H 0.1662 -6.1746 0.9696 -0.08 0.39 0.33 0.331
H 1.0522 -5.8346 2.5146 -0.36 0.04 -0.19 0.376
H 0.2102 -3.5236 2.6566 -0.22 -0.28 -0.28 -0.141
H -1.0868 -4.8116 2.7206 0.38 1.03 -0.12 0.339
H -1.5968 -2.9026 1.4826 -0.38 0.16 -0.03 0.351
C 3.3302 1.1494 -0.4264 -2.07 3.51 6.68 0.354
O 3.1772 2.1734 0.4996 0.97 -4.82 -4.90 -0.723
N 2.8092 -0.0596 -0.3054 -1.89 -0.42 2.44 0.269
N 4.0012 1.2344 -1.5224 3.83 2.96 -5.35 -0.396
H 2.0922 -0.1626 0.4516 1.02 -0.24 -0.92 -0.699
H 2.6462 -0.5836 -1.1584 -0.11 -0.19 0.40 0.139
H 4.3862 2.1684 -1.8424 -0.58 -1.70 0.96 0.281
H 4.2932 0.4344 -2.1254 -0.41 0.90 1.30 0.303
C -2.3478 3.9754 -1.2744 1.68 -7.25 -3.05 0.287
O -1.9398 2.6574 -1.4054 -1.82 5.85 1.60 -0.528
N -2.4618 4.6854 -0.2334 0.31 -0.35 5.16 -0.514
N -2.6568 4.6074 -2.3564 -1.50 1.19 -5.31 -0.446
H -2.4298 4.1264 0.6286 0.08 0.83 -0.05 0.448
H -2.6438 5.6594 -0.2274 -0.47 0.51 -0.14 0.249
H -2.6558 3.9834 -3.1774 0.03 0.92 0.56 0.247
H -3.2528 5.4644 -2.4394 1.01 -1.40 0.48 0.215
C 1.4762 -2.6006 -1.5084 4.61 -5.66 2.36 0.540
O 2.3962 -3.4256 -0.9634 -3.77 3.86 -2.02 -0.790
N 0.1982 -2.6686 -1.2234 -0.69 -1.79 2.92 -0.336
N 1.7802 -1.7276 -2.4384 1.03 1.85 -1.64 -0.023
H -0.1618 -3.3096 -0.4844 0.42 0.53 -0.74 0.072
H -0.4518 -2.2056 -1.7654 -1.53 0.99 -1.59 -0.034
H 2.7222 -1.7756 -2.8344 -0.89 -0.04 0.02 0.295
H 1.0262 -1.1386 -2.8244 0.80 -0.60 -0.27 -0.390
C -3.1248 2.3394 1.9986 -9.56 -2.53 -3.97 0.656
O -4.3278 2.0644 1.3656 5.50 2.06 2.59 -0.810
N -2.4328 1.3984 2.4606 2.01 -4.65 1.24 -0.157
N -2.6708 3.5054 2.2916 2.25 5.22 1.24 -0.521
H -2.8258 0.4414 2.4306 0.55 0.80 -0.12 0.184
H -1.5808 1.5984 2.9366 0.49 -0.38 0.34 0.032
H -3.2758 4.3204 2.3016 0.10 -0.51 0.19 0.345
H -1.7958 3.5314 2.8596 -1.34 0.41 -0.67 0.117
C -2.3678 -1.6966 3.2606 -6.71 -4.08 5.42 0.581
O -3.0718 -2.2876 4.2786 3.14 2.85 -4.96 -0.803
N -1.1558 -1.4216 3.2736 8.27 0.35 3.55 0.108
N -2.8458 -1.3316 2.0956 -5.75 -0.09 -4.00 -0.148
H -0.5918 -1.7966 4.0706 -0.85 0.73 -1.07 0.229
H -0.6448 -1.0056 2.4936 -0.08 -0.22 0.00 -0.542
H -3.8798 -1.5266 1.9246 2.09 0.37 0.25 0.126
H -2.3158 -1.1096 1.2296 -0.41 -0.35 1.05 -0.372
C -1.6158 -0.3866 -3.3894 4.58 -5.07 -4.56 0.279
O -0.8758 -1.3806 -4.0224 -3.76 3.59 2.87 -0.718
N -2.9108 -0.3636 -3.2354 -4.06 -3.42 -2.61 -0.404
N -1.0208 0.6284 -2.9324 4.42 2.85 0.38 0.574
H -3.4898 -1.0206 -3.8514 1.23 1.41 1.64 0.343
H -3.3688 0.3144 -2.6854 -0.54 1.02 0.25 0.197
H 0.0052 0.8034 -3.1894 -1.98 -0.45 0.99 -0.268
H -1.5058 1.3674 -2.4624 -0.24 0.81 0.31 0.481
C 2.3612 2.1274 3.5446 0.72 1.06 0.71 -0.851
O 1.4902 1.9474 2.4776 -2.87 -0.42 1.96 -0.188
H 2.9612 3.0124 3.2936 0.64 -0.41 0.25 0.296
H 2.9562 1.2284 3.7236 0.32 0.26 0.07 0.305
H 1.9042 2.4284 4.5156 -0.47 -0.50 -0.80 0.246
H 2.0182 1.8704 1.7086 1.36 0.15 -1.86 0.116
C 0.5152 4.1744 0.2176 1.72 -2.32 2.19 -0.252
O 0.2832 5.4124 -0.2214 -1.58 3.45 -1.18 -0.670
H -0.2408 3.9174 0.9616 0.17 -0.63 0.16 0.126
H 1.5002 4.1464 0.7136 -0.36 -0.15 -0.08 0.289
H 0.5402 3.4404 -0.5594 -0.16 -0.75 -0.63 0.005
H -0.6858 5.4904 -0.1444 0.94 0.46 -0.46 0.504
C -0.3598 0.3644 0.0886 2.76 -0.37 -0.69 -0.870
O 0.0152 -0.7846 0.8436 0.04 1.10 1.60 3.982
H 0.3272 0.3544 -0.7784 -0.72 0.40 0.01 -0.358
H -0.1608 1.2854 0.6066 -0.03 0.13 0.62 -0.013
H -1.3478 0.2974 -0.2074 -2.04 0.12 -0.67 0.747
H 0.0932 -1.5156 0.2406 -0.02 -0.80 -0.60 -1.188
C -3.1548 -2.8936 -1.3564 1.58 -0.53 0.02 -0.687
O -2.9738 -1.5636 -0.8884 -0.16 -0.51 0.29 -0.505
H -3.3598 -2.9886 -2.4054 -0.57 0.49 -0.69 0.267
H -3.8708 -3.4616 -0.8124 -0.80 0.01 0.67 0.440
H -2.2138 -3.4366 -1.2694 0.02 -0.20 0.26 0.087
H -2.6808 -1.0916 -1.6804 -0.31 -0.02 0.46 0.267
```
Positions in Å, forces in eV/Å.

***

Entry 3:
This record from the Open Molecules 2025 dataset describes 2 unconnected molecules or ions with the total composition C2H7NS2 in a non-equilibrium geometry. The level of theory is ωB97M-V/def2-TZVPD.

Results
- HOMO level (eV) = -8.24
- SMILES = C=CN.SS
- total charge = 0
- frontier orbital gap (eV) = 8.6

Structure (XYZ):
```
12
Properties=species:S:1:pos:R:3:forces:R:3:mulliken_charge:R:1
S -0.0628 -0.4633 1.4453 -0.24 -0.17 0.48 -0.126
S -1.9567 0.3916 1.5487 0.35 -0.31 -0.07 -0.177
H 0.6091 0.5580 0.9266 -0.10 0.19 -0.05 0.099
H -2.4502 -0.4345 0.6160 -0.20 0.20 -0.08 0.171
C 0.4496 -0.2182 -2.8333 -1.39 0.12 0.39 -0.866
C 1.6509 -0.2470 -2.2769 0.64 0.05 -1.05 0.273
N 2.0481 0.3548 -1.1065 -0.63 -0.81 -1.38 -0.417
H -0.4062 0.2338 -2.3226 0.32 0.02 0.10 0.162
H 0.1486 -0.6957 -3.7530 0.60 -0.06 -0.14 0.250
H 2.4837 -0.6482 -2.8498 -0.10 -0.39 0.15 0.226
H 1.3569 0.9903 -0.7619 0.78 0.33 0.79 0.207
H 2.9860 0.1283 -0.8518 -0.03 0.84 0.86 0.197
```
Positions in Å, forces in eV/Å.

***

Entry 4:
This record from the Open Molecules 2025 dataset describes a molecular structure, C15H38BaCu2NO10P2 in a non-equilibrium geometry. The level of theory is ωB97M-V/def2-TZVPD.

Results
- HOMO level (eV) = -16.19
- total charge = +3
- frontier orbital gap (eV) = 4.5

Structure (XYZ):
```
69
Properties=species:S:1:pos:R:3:forces:R:3:mulliken_charge:R:1
Cu -11.9399 7.5701 -17.6710 -0.07 -1.35 -0.42 0.798
Cu -13.8734 5.3068 -16.6221 0.80 -1.69 -0.92 0.425
Ba -15.1588 7.4017 -19.5398 0.65 -0.35 -1.33 1.916
O -13.2141 5.8283 -18.6023 -0.24 2.55 0.65 -0.420
H -12.5886 5.4229 -19.2339 -0.24 -0.25 0.66 -0.102
C -9.6708 3.2517 -15.2613 -0.53 1.47 2.15 0.110
O -9.9094 3.9342 -14.2411 0.27 -1.54 -2.31 -0.589
N -9.6210 3.7411 -16.5182 -1.46 3.23 1.54 0.110
C -9.4007 2.9203 -17.6209 0.61 0.10 -1.23 -1.162
C -9.9709 5.1692 -16.7949 0.98 -1.39 1.41 -0.522
H -9.4859 2.1664 -15.2736 0.12 0.06 0.43 0.377
H -9.1349 3.6360 -18.3989 0.14 -0.53 -0.57 0.267
H -10.3275 2.4173 -17.8971 0.37 -0.69 -0.27 0.376
H -8.4994 2.3520 -17.3912 -0.42 -0.78 -0.57 0.492
H -10.0395 5.6760 -15.8323 0.53 0.07 0.09 0.457
H -9.1701 5.5464 -17.4309 -0.27 0.42 0.00 0.445
H -10.9658 5.2879 -17.2239 -0.48 -0.31 -0.74 -0.371
C -13.2033 6.8526 -25.8846 1.77 -0.80 1.25 -0.986
C -13.7228 7.8771 -24.9013 -2.34 0.56 -1.42 -0.227
O -12.8230 8.5069 -23.9850 2.02 -0.85 2.38 -0.303
P -12.4386 7.8788 -22.5606 3.24 1.70 -3.00 0.467
O -13.6182 7.6417 -21.7029 -1.04 -0.29 2.01 -0.350
O -11.3675 8.9147 -21.8613 -3.93 -3.48 0.19 -0.399
C -10.1851 9.4144 -22.4090 2.39 2.76 -0.41 -0.298
C -9.0216 8.4789 -22.8052 -1.78 -0.53 -0.65 -0.859
O -11.5688 6.5613 -22.9224 -1.67 1.45 0.78 -0.101
C -11.1200 5.8171 -21.8082 0.85 -2.37 0.92 -0.151
C -11.8655 4.4816 -21.6127 0.49 -0.34 -0.95 -1.558
H -12.1742 7.1166 -26.1281 0.09 0.00 -0.18 0.287
H -13.1502 5.9236 -25.3168 0.23 -0.35 -0.27 0.213
H -13.6876 6.6062 -26.8295 -0.64 0.77 0.32 0.387
H -14.1145 8.7345 -25.4486 -0.19 -0.05 0.12 0.334
H -14.5244 7.4515 -24.2976 -0.23 0.04 -0.13 0.238
H -10.5064 10.0962 -23.1964 0.39 -0.32 -0.54 0.341
H -9.8976 10.1154 -21.6254 0.44 -0.08 0.07 0.318
H -8.7118 7.8223 -21.9921 -0.05 0.00 -0.06 0.202
H -9.4697 7.9267 -23.6312 0.27 -0.82 0.09 0.237
H -8.1394 8.8855 -23.2997 -0.21 0.85 0.55 0.403
H -10.0578 5.6259 -21.9606 -0.04 -0.07 -0.23 0.420
H -11.1430 6.2803 -20.8218 -0.28 1.09 -0.15 0.296
H -12.9200 4.6183 -21.3727 -0.04 -0.08 0.03 0.276
H -11.7745 3.8179 -22.4725 -0.45 0.52 -0.65 0.438
H -11.3743 3.7828 -20.9356 0.08 0.62 0.92 0.452
C -12.7903 1.9516 -13.0910 0.96 1.20 0.23 -1.285
C -13.1208 2.5191 -14.4735 -1.14 0.29 1.02 0.174
O -13.1551 1.4315 -15.3578 -0.37 -0.37 -3.92 -0.275
P -13.7346 1.8013 -16.8661 -0.34 -3.60 2.79 -0.098
O -13.5694 3.2137 -17.2316 -0.41 2.15 -0.18 0.365
O -12.9599 0.7582 -17.7320 0.08 1.59 2.47 -0.110
C -13.2827 0.4363 -19.0526 0.35 -0.83 -0.70 -0.063
C -11.9759 0.3758 -19.7436 1.64 -0.79 -2.60 -1.260
O -15.2540 1.2852 -16.8502 2.21 3.66 -1.16 -0.322
C -15.4594 -0.0371 -16.4909 -2.02 -2.41 -0.18 -0.207
C -16.7742 -0.0253 -15.7208 0.84 -0.02 2.32 -1.255
H -11.7960 2.3022 -12.8141 0.37 -0.52 -0.19 0.306
H -13.3577 2.3801 -12.2649 -0.63 -0.18 -0.35 0.359
H -12.8419 0.8628 -13.0878 -0.04 0.20 -0.01 0.337
H -14.1331 2.9223 -14.5013 -0.35 0.42 0.46 0.308
H -12.4796 3.2855 -14.9090 0.56 0.06 0.62 0.018
H -13.7093 -0.5644 -18.9834 -0.23 0.07 -0.41 0.218
H -13.9873 1.1275 -19.5151 -0.06 0.03 0.08 0.426
H -12.0668 -0.2240 -20.6492 -0.32 -0.26 -0.13 0.471
H -11.4939 1.2507 -20.1800 -0.63 0.84 0.48 0.102
H -11.1288 -0.1103 -19.2594 -0.56 -0.21 0.81 0.365
H -15.6274 -0.6278 -17.3914 0.34 -0.02 -0.23 0.251
H -14.5855 -0.4474 -15.9848 -0.36 -0.04 0.43 0.473
H -16.7765 -0.7618 -14.9173 -0.16 -0.78 -0.52 0.374
H -16.6759 0.8287 -15.0507 -0.41 0.59 -0.25 0.323
H -17.7501 -0.0105 -16.2061 0.52 -0.03 -0.47 0.320
```
Positions in Å, forces in eV/Å.